<1>
6
Properties=species:S:1:pos:R:3:lowdin_charge:R:1 method="wB97M-V/def2-TZVPD" total_charge=-1 e_lumo_ha="0.172 / 0.172" orbital_gap_ev="9.10 / 9.10"
N -1.118 -1.185 -0.059 -0.0345
N -1.733 -0.124 -0.097 -0.3631
O -3.600 -0.037 0.100 -0.4002
O -1.242 1.011 -0.142 -0.1349
O 0.276 -0.938 -0.074 -0.1182
H 0.321 0.055 -0.045 0.0509



<2>
6
Properties=species:S:1:pos:R:3:lowdin_charge:R:1 method="wB97M-V/def2-TZVPD" total_charge=-1 e_lumo_ha="0.148 / 0.167" orbital_gap_ev="7.92 / 8.51"
N -0.109 0.904 0.117 -0.0593
N 0.486 -0.124 0.079 -0.3655
O 2.616 -0.022 0.030 -0.4380
O 0.144 -1.259 -0.048 -0.0846
O -1.527 0.722 0.125 -0.1446
H -1.611 -0.222 -0.303 0.0920



Preferred: <1>; penalty for the next structure: 108.9 kJ/mol.